53
Properties=species:S:1:pos:R:3:forces:R:3 method="wB97M-V/def2-TZVPD" max_force_ev_per_a=5.72 e_homo_ev=-7.2 lumo_ev=2.04 orbital_gap_ev=9.27 total_energy_ev=-53986.544 total_charge=-1 relative_energy_ev=2.087
Cl 3.485000 2.972000 14.577000 -2.73 1.75 -0.49
O 2.979000 3.592000 13.260000 1.67 -1.90 3.37
O 3.221000 3.919000 15.729000 1.09 -2.39 -3.12
O 2.738000 1.720000 14.830000 1.74 1.98 -0.21
O 4.947000 2.680000 14.441000 -1.93 0.57 0.48
O 2.948000 6.333000 18.162000 -1.21 -1.66 0.55
H 3.765000 6.704000 17.915000 1.47 1.03 -0.53
H 3.183000 5.377000 18.156000 -0.09 0.32 0.29
O 2.032000 5.237000 11.328000 0.61 -0.86 -1.03
H 1.435000 5.664000 11.916000 -0.60 0.61 0.57
H 2.627000 4.736000 11.911000 -0.54 0.27 -0.65
O 3.689000 0.133000 12.886000 -0.81 -0.63 0.88
H 3.621000 -0.673000 13.429000 -0.74 0.47 -0.01
H 4.485000 -0.030000 12.432000 1.65 0.02 -1.36
O 0.485000 1.229000 16.313000 -1.46 -0.05 1.66
H 1.031000 1.114000 15.561000 0.76 0.12 -1.23
H 0.333000 2.169000 16.464000 0.40 -0.18 -0.26
O 1.345000 5.847000 15.891000 -2.19 0.30 -4.19
H 1.658000 5.778000 16.735000 1.66 -0.23 3.41
H 1.499000 5.019000 15.408000 0.14 0.32 0.77
O 5.943000 4.877000 15.913000 -0.16 -0.38 -0.51
H 5.574000 5.754000 15.852000 -0.08 0.69 -0.04
H 5.392000 4.403000 15.257000 0.77 0.22 0.24
O 3.062000 1.342000 17.988000 0.52 -0.13 1.38
H 2.941000 1.556000 17.089000 -0.06 0.97 -1.85
H 2.457000 0.611000 18.010000 -0.50 -0.83 0.50
O 3.471000 2.403000 10.267000 -1.00 2.72 -4.72
H 3.715000 1.940000 10.976000 1.21 -2.87 4.80
H 4.279000 2.393000 9.740000 -0.20 0.21 -0.07
O 4.648000 3.863000 18.047000 0.03 1.68 0.27
H 4.684000 2.924000 18.039000 -0.18 -1.25 -0.04
H 5.001000 4.195000 17.193000 0.15 -0.41 0.58
O 6.088000 2.263000 11.942000 -1.20 -0.97 -0.55
H 5.892000 2.353000 12.871000 -0.35 0.07 0.75
H 6.898000 2.702000 11.812000 1.60 0.71 -0.31
O 2.888000 -1.232000 15.784000 -1.12 2.32 -0.47
H 3.202000 -2.097000 15.793000 0.97 -2.15 0.11
H 3.640000 -0.624000 15.588000 -0.14 -0.51 0.64
O 3.236000 6.534000 13.397000 -0.92 2.21 0.63
H 2.553000 5.909000 13.584000 -0.22 -0.49 0.48
H 4.029000 6.069000 13.205000 0.89 -0.48 -0.26
O 1.023000 1.400000 12.655000 -2.62 0.54 0.33
H 1.947000 1.341000 12.712000 1.89 -0.17 0.14
H 0.770000 2.138000 13.251000 0.33 -0.51 -0.78
O 0.144000 3.971000 14.136000 0.22 1.32 -0.65
H -0.539000 3.746000 14.748000 -0.76 -0.54 0.75
H -0.013000 4.940000 14.045000 0.34 -0.90 -0.07
O 5.076000 0.245000 15.514000 0.39 -0.60 0.07
H 4.660000 1.072000 15.239000 0.35 -0.11 0.08
H 5.349000 -0.139000 14.674000 0.23 0.17 0.05
O 5.318000 5.140000 12.915000 -0.64 -1.28 -0.43
H 6.169000 4.950000 12.551000 0.89 0.09 -0.28
H 4.759000 4.394000 12.575000 0.49 0.76 0.36